{"formula": "C4H16BCl2CrN4O16", "method": "ωB97M-V with the def2-TZVPD basis set", "charge": -1, "e_homo_ev": [-6.38, -6.38], "de_lowest_ev": 1.564, "largest_force_ha_per_bohr": 0.0870, "multiplicity": 5, "homo_lumo_gap_ev": [8.06, 7.98], "s2": 6.009, "symbols": ["Cr", "Cl", "O", "O", "O", "O", "Cl", "O", "O", "O", "O", "B", "H", "H", "H", "H", "C", "N", "O", "O", "H", "H", "H", "C", "N", "O", "O", "H", "H", "H", "C", "N", "O", "O", "H", "H", "H", "C", "N", "O", "O", "H", "H", "H"], "coordinates": [[0.21119, -0.50999, 0.18707], [-2.04459, -1.38619, -2.53542], [-3.18385, -2.28234, -2.46289], [-2.45564, -0.01034, -2.74836], [-1.29188, -1.50636, -1.29829], [-1.27197, -1.85404, -3.63590], [1.58998, -3.75229, 1.57943], [0.78591, -4.92649, 1.39589], [0.96449, -2.67139, 0.78032], [1.56837, -3.35124, 2.97232], [2.97170, -4.07553, 1.18344], [0.76275, 0.74398, 2.10300], [0.01258, 1.13094, 2.77513], [0.93270, -0.31910, 2.17511], [0.42992, 1.06455, 1.12796], [1.64674, 1.31450, 2.34240], [4.33941, 1.30500, -0.32521], [3.73789, 0.24572, 0.51689], [2.63889, -0.21547, 0.18022], [4.25075, 0.06143, 1.64509], [4.93684, 1.87209, 0.38866], [3.62270, 2.00289, -0.75810], [5.02008, 0.85136, -1.04562], [-2.09144, 2.99327, 1.36930], [-1.75698, 2.38292, 0.01102], [-1.60757, 3.09549, -0.93494], [-1.62956, 1.15935, -0.01658], [-2.60067, 2.24130, 1.97206], [-2.67766, 3.88048, 1.12990], [-1.11226, 3.17332, 1.81302], [-3.79794, -1.61976, 1.11873], [-2.64609, -1.75514, 2.01686], [-2.84633, -2.23336, 3.12624], [-1.61159, -1.30727, 1.55585], [-4.69702, -1.65835, 1.73377], [-3.78996, -2.43321, 0.39324], [-3.68712, -0.66474, 0.60517], [0.77451, 1.09066, -3.84060], [1.05880, 1.56378, -2.43849], [1.64156, 2.59943, -2.30099], [0.70393, 0.82392, -1.54013], [-0.28689, 1.29100, -3.98693], [1.02843, 0.03087, -3.81951], [1.45684, 1.61433, -4.51015]], "forces_ev_per_angstrom": [[-0.6, -0.8, 0.4], [-1.8, -0.9, -1.2], [0.1, 1.0, 0.8], [0.3, -0.6, 0.4], [0.8, 0.3, 0.9], [1.3, 0.4, -0.5], [0.6, -0.7, 1.2], [-0.2, 0.0, -0.2], [0.6, 0.2, -0.4], [0.1, 0.0, -0.9], [-1.6, 1.2, -0.1], [0.2, -0.1, 0.7], [-3.2, 1.0, 2.5], [0.6, -3.9, 0.5], [-1.1, 1.5, -4.1], [3.6, 1.9, 0.5], [1.1, 0.5, 0.5], [-1.7, 0.0, 2.9], [2.2, 0.1, -0.3], [-0.8, 0.0, -3.0], [0.1, -0.1, -0.2], [-0.3, -0.7, -0.1], [-0.3, 0.0, -0.1], [0.2, -0.4, -1.0], [-0.2, -1.6, 1.3], [0.2, 0.8, -0.6], [-0.4, 0.8, 0.0], [0.0, 0.1, -0.3], [0.2, 0.0, 0.4], [-0.1, 0.2, 0.0], [-0.9, 0.1, -0.2], [-0.4, 0.2, 0.2], [0.9, 0.5, -1.0], [0.3, -0.5, 1.1], [0.1, 0.0, -0.2], [0.2, 0.1, 0.0], [0.0, -0.2, 0.0], [0.4, -0.1, 0.6], [-0.1, -1.0, -0.8], [0.3, 0.8, 0.4], [0.0, 0.3, -0.1], [0.1, -0.3, -0.2], [-0.5, 0.0, -0.1], [-0.4, 0.2, 0.1]]}